Entry from OMol25: a structure of composition C38H29IrO3P2S2 in a non-equilibrium geometry (ωB97M-V with the def2-TZVPD basis set).

Energy: -89103.898 eV
Kohn-Sham gap (alpha / beta): 7.700 / 7.086 eV
Expectation value of S²: 0.757
Molecular weight: 851.946 Da
Max |F|: 1.2 eV/A
Spin multiplicity: 2
Total charge: +1

```
75
C38H29IrO3P2S2 (ωB97M-V with the def2-TZVPD basis set)
Ir 0.560 0.134 -0.309
O 0.567 1.121 2.407
C 0.090 0.216 1.823
C -0.657 -0.927 2.409
C -0.705 -1.136 3.782
C -1.389 -2.245 4.254
C -2.017 -3.119 3.371
C -1.978 -2.895 2.002
C -1.291 -1.788 1.528
P -1.170 -1.251 -0.182
C -0.974 -2.745 -1.172
C -2.040 -3.326 -1.855
C -1.856 -4.526 -2.527
C -0.619 -5.150 -2.512
C 0.442 -4.581 -1.818
C 0.268 -3.381 -1.152
C -2.752 -0.499 -0.595
C -3.643 -0.120 0.407
C -4.807 0.559 0.077
C -5.080 0.869 -1.247
C -4.191 0.500 -2.248
C -3.027 -0.176 -1.926
H -0.205 -0.450 4.452
H -1.429 -2.439 5.318
H -2.542 -3.983 3.756
H -2.472 -3.573 1.317
H -3.013 -2.853 -1.858
H -2.685 -4.974 -3.059
H -0.481 -6.086 -3.037
H 1.403 -5.078 -1.795
H 1.093 -2.937 -0.605
H -3.436 -0.346 1.445
H -5.498 0.848 0.858
H -5.985 1.406 -1.499
H -4.398 0.751 -3.280
H -2.325 -0.438 -2.708
S 2.109 -0.104 -2.123
P 3.531 -0.481 -0.712
S 2.332 -0.946 0.881
C 4.632 -1.810 -1.177
C 5.985 -1.769 -0.847
C 6.803 -2.836 -1.189
C 6.275 -3.929 -1.859
C 4.926 -3.967 -2.193
C 4.102 -2.911 -1.852
C 4.533 0.968 -0.378
C 5.114 1.635 -1.457
C 5.920 2.736 -1.226
C 6.146 3.169 0.075
C 5.567 2.507 1.146
C 4.756 1.403 0.925
H 6.399 -0.913 -0.330
H 7.854 -2.808 -0.936
H 6.919 -4.755 -2.130
H 4.523 -4.819 -2.725
H 3.053 -2.923 -2.124
H 4.928 1.302 -2.472
H 6.367 3.259 -2.060
H 6.773 4.033 0.251
H 5.739 2.852 2.156
H 4.287 0.895 1.757
O -0.597 2.227 0.283
C -0.956 2.218 -0.911
O -0.577 1.229 -1.644
C -1.819 3.260 -1.501
C -2.374 4.227 -0.669
C -3.220 5.185 -1.203
C -3.504 5.178 -2.562
C -2.943 4.217 -3.393
C -2.102 3.252 -2.864
H -2.136 4.214 0.386
H -3.657 5.938 -0.561
H -4.163 5.930 -2.978
H -3.160 4.223 -4.453
H -1.657 2.496 -3.497
```

Atom charges from the Löwdin analysis, given in e for atoms 1 to 5: number 1, Ir, carries 0.87; number 2, O, carries 0.09; number 3, C, carries -0.51; number 4, C, carries -0.24; number 5, C, carries 0.02